one | 65
Properties=species:S:1:pos:R:3:mulliken_charge:R:1 method="wB97M-V/def2-TZVPD" lumo_energy_ev=-3.83 homo_lumo_gap_ha=0.1504 charge=+1 e_homo_ev=-7.9
C -25.3053 12.4892 16.0136 -1.406
C -26.6585 11.7600 15.8738 0.092
C -26.4803 10.1994 16.2041 -0.748
O -27.6614 9.5313 15.9317 -0.325
C -27.4732 8.1370 16.0377 -0.836
N -27.6939 12.3119 16.8567 -0.220
H -28.5869 11.8435 16.7998 0.331
H -27.2732 12.1953 17.7675 0.381
H -27.7466 13.3038 16.6739 0.372
H -24.9246 12.4286 17.0332 0.373
H -25.5978 13.5206 15.8168 0.413
H -24.5811 12.2722 15.2285 0.442
H -26.8673 11.9923 14.8295 0.296
H -26.3195 10.1082 17.2784 0.358
H -25.5732 9.7738 15.7750 0.503
H -28.4571 7.6953 15.8803 0.298
H -27.3677 7.9100 17.0986 0.368
H -26.7264 7.6087 15.4450 0.309
C -24.1438 17.6215 8.7606 -1.402
C -25.3443 16.8278 8.6341 0.363
C -26.0896 16.8678 7.3143 -0.833
O -27.2872 16.0730 7.3472 -0.385
C -28.2607 16.3392 6.2721 -0.741
N -25.0249 15.3360 8.7784 -0.337
H -24.4915 14.9517 9.5452 0.352
H -25.8221 14.7328 8.6342 0.360
H -24.4797 15.0455 7.9794 0.365
H -24.4945 18.5937 9.1067 0.353
H -23.6369 17.6724 7.7969 0.362
H -23.3839 17.2400 9.4426 0.419
H -26.0665 17.1562 9.3814 0.289
H -25.4279 16.7823 6.4524 0.485
H -26.3432 17.9179 7.1694 0.450
H -27.7313 16.4319 5.3238 0.342
H -28.9160 17.1787 6.5040 0.287
H -28.8899 15.4640 6.1100 0.270
C -24.4722 5.5953 10.3548 -1.384
C -25.0588 6.6776 9.4868 0.194
C -25.7423 7.8509 10.2310 -0.720
O -26.1220 8.9157 9.2638 -0.396
C -27.4656 8.7021 8.8118 -0.759
N -23.9755 7.1516 8.5222 -0.237
H -24.4868 7.5343 7.7398 0.362
H -23.3142 7.7552 8.9896 0.322
H -23.4244 6.3723 8.1920 0.366
H -25.1822 4.8190 10.6401 0.337
H -23.9788 6.1824 11.1294 0.363
H -23.6874 5.0542 9.8263 0.439
H -25.7830 6.1518 8.8645 0.319
H -25.0099 8.2695 10.9213 0.468
H -26.4926 7.4188 10.8932 0.425
H -27.9052 7.7284 9.0280 0.350
H -27.4034 8.7773 7.7262 0.294
H -28.1584 9.4955 9.0923 0.255
N -20.2671 11.3427 11.7189 0.916
O -20.4998 12.5834 11.5537 -0.653
O -21.0284 10.6020 11.1447 -0.640
O -19.2418 10.8635 12.2383 -0.619
As -21.1130 11.7698 3.8186 1.960
F -19.4376 12.2360 3.6203 -0.443
F -21.0905 10.9978 5.4479 -0.490
F -22.9077 11.2819 3.7797 -0.540
F -21.4130 12.4204 2.1430 -0.499
F -20.7233 10.1770 2.9772 -0.507
F -21.5240 13.3485 4.5008 -0.481

two | 65
Properties=species:S:1:pos:R:3:mulliken_charge:R:1 method="wB97M-V/def2-TZVPD" lumo_energy_ev=-2.66 homo_lumo_gap_ha=0.3526 charge=+1 e_homo_ev=-12.3
C -2.3088 2.1261 1.6571 -1.403
C -1.0087 2.9012 1.6683 0.473
C -0.7606 3.7902 2.8554 -0.661
O 0.4279 4.4926 2.5407 -0.333
C 0.7885 5.4649 3.4881 -0.835
N 0.1433 1.9587 1.3765 0.199
H 0.8273 2.4434 0.8063 0.382
H 0.6296 1.6410 2.2254 0.296
H -0.1964 1.0513 1.0049 -0.064
H -2.4489 1.3076 2.3630 0.207
H -2.5061 1.8274 0.6258 0.306
H -3.1788 2.7522 1.8808 0.469
H -1.0277 3.4556 0.7288 0.220
H -0.7036 3.2055 3.7787 0.386
H -1.5652 4.5262 2.9613 0.450
H 0.6152 5.1870 4.5294 0.339
H 0.4188 6.4754 3.2875 0.308
H 1.8711 5.6220 3.4437 0.278
C -1.4603 -5.3600 -0.7791 -1.349
C -1.2490 -4.5126 0.4727 0.307
C 0.1086 -4.6790 1.0895 -0.960
O 0.2605 -3.6069 1.9720 -0.276
C 1.4466 -3.5140 2.6985 -0.692
N -1.5196 -3.0390 0.2673 -0.015
H -1.3015 -2.6298 -0.6526 0.142
H -2.5311 -2.9026 0.2581 0.407
H -1.0058 -2.5164 0.9960 0.345
H -1.0451 -6.3553 -0.6356 0.405
H -1.0077 -4.8689 -1.6369 0.332
H -2.5396 -5.5150 -0.8250 0.374
H -1.9649 -4.7754 1.2525 0.354
H 0.9545 -4.6105 0.3883 0.414
H 0.2037 -5.6090 1.6651 0.425
H 1.4448 -4.2251 3.5354 0.285
H 1.5509 -2.5610 3.1966 0.145
H 2.3739 -3.6987 2.1433 0.356
C 0.9092 -0.2315 -6.5103 -1.476
C 0.8912 0.1976 -5.0335 0.217
C 1.5477 1.5273 -4.6886 -0.779
O 1.4609 1.7259 -3.2992 -0.182
C 2.1982 2.8811 -2.9082 -0.700
N -0.5044 0.0477 -4.4514 0.028
H -0.9349 -0.7758 -4.8647 0.411
H -0.4956 -0.1023 -3.4273 0.065
H -1.0312 0.8960 -4.6570 0.398
H 1.9439 -0.2474 -6.8483 0.404
H 0.3772 0.4560 -7.1682 0.380
H 0.5033 -1.2391 -6.5790 0.433
H 1.4897 -0.5576 -4.5172 0.224
H 0.8657 2.2502 -5.1642 0.391
H 2.5931 1.5561 -4.9912 0.444
H 1.7165 3.7166 -3.4289 0.354
H 3.2541 2.7948 -3.1688 0.312
H 2.1195 3.1335 -1.8537 0.138
N -0.8776 -0.4379 -1.1237 1.625
O -0.8951 -1.4140 -1.9340 -1.076
O -0.9262 -0.6555 0.1012 -0.885
O -0.8346 0.7221 -1.5729 -0.776
As 0.2915 -0.2145 4.5258 1.933
F -1.4010 0.0550 4.1631 -0.497
F 0.6892 1.5025 4.3896 -0.528
F 1.9640 -0.6765 4.6874 -0.483
F -0.0911 -1.9018 4.7251 -0.442
F 0.4072 -0.3687 2.7585 -0.486
F 0.0336 0.1109 6.2116 -0.467

Most stable: two (next structure +774.5 kJ/mol)

one | 10
Properties=species:S:1:pos:R:3:mulliken_charge:R:1 method="wB97M-V/def2-TZVPD" lumo_energy_ev="0.06 / -3.79" homo_lumo_gap_ha="0.2390 / 0.2301" s_squared=2.014 spin_multiplicity=3 e_homo_ev="-6.4 / -10.0"
C 1.1749 1.2924 0.2768 -0.257
C -0.8875 0.4505 -0.1135 0.235
C -0.1639 -0.8830 -0.4086 0.158
N -0.0997 1.5163 0.2630 -0.423
O -2.0961 0.5192 -0.1871 -0.503
O -0.4177 -1.9723 0.3632 -0.427
S 1.8280 -0.2316 -0.1151 -0.013
H 1.7892 2.0653 0.3758 0.555
H -0.2213 -1.0416 -1.5778 0.319
H -0.9060 -1.7153 1.1233 0.356

two | 10
Properties=species:S:1:pos:R:3:mulliken_charge:R:1 method="wB97M-V/def2-TZVPD" lumo_energy_ev="0.33 / -3.88" homo_lumo_gap_ha="0.1874 / 0.3062" s_squared=2.004 spin_multiplicity=3 e_homo_ev="-4.8 / -12.2"
C -0.2403 1.7419 -0.4959 0.019
C -4.0876 -0.4435 0.1227 0.629
C 0.2728 0.2384 -0.6423 -0.242
N -0.6417 2.8270 -0.2956 -0.309
O -3.9055 -0.0134 1.1620 -0.329
O -4.4403 -0.7172 -0.9280 -0.323
S -0.7146 -0.9064 0.1736 -0.233
H 1.2937 0.0211 -0.2115 0.300
H 0.2351 -0.2495 -1.6955 0.367
H -0.6382 -0.4328 1.4004 0.121

Most stable: one (next structure +101.8 kJ/mol)

one | 24
Properties=species:S:1:pos:R:3:mulliken_charge:R:1 method="wB97M-V/def2-TZVPD" lumo_energy_ev=-3.88 homo_lumo_gap_ha=0.2960 charge=+1 e_homo_ev=-11.9
C -3.1449 1.5133 -0.1117 -1.511
C -2.3504 0.2859 0.3551 0.286
N -2.9006 -0.8424 -0.3307 -0.453
N -0.8561 0.3000 0.3407 -0.268
C -0.1856 -0.5442 1.1779 0.211
C 1.1104 -1.0195 1.0459 -0.969
N 1.6983 -0.7569 -0.2189 0.189
N 0.8285 -1.0528 -1.2995 -0.525
C 2.8149 -0.1633 -0.4028 0.372
N 3.9621 0.0913 -0.0983 0.112
N 4.8728 1.0130 0.0507 -0.435
H -4.1108 1.1678 0.1285 0.464
H -3.0587 1.6170 -1.2148 0.365
H -2.7521 2.4065 0.3586 0.372
H -2.5273 0.1213 1.4002 0.162
H -2.2214 -1.4257 -0.6335 0.174
H -3.5361 -0.4822 -1.0391 0.253
H -0.3599 0.6011 -0.4820 0.366
H -0.7558 -0.8991 1.9979 0.310
H 1.6808 -1.4996 1.7053 0.556
H 1.3348 -1.4356 -2.0605 0.282
H -0.0824 -1.5425 -1.1690 0.126
H 5.7568 0.5153 0.2944 0.293
H 4.7827 2.0313 0.2055 0.266

two | 24
Properties=species:S:1:pos:R:3:mulliken_charge:R:1 method="wB97M-V/def2-TZVPD" lumo_energy_ev="-3.18 / -4.42" homo_lumo_gap_ha="0.3392 / 0.2509" charge=+1 e_homo_ev="-12.4 / -11.2"
C -1.5141 1.3472 -0.2751 0.013
C -1.4989 -1.0252 -0.2422 0.646
C 0.9038 -0.1919 -0.0474 0.958
C 2.1176 -1.0558 -0.1274 -1.971
C 0.8361 0.4501 1.3241 -1.580
N -1.9725 2.3506 0.3051 -0.471
N -2.0568 0.1017 0.0699 -0.168
N 0.8976 0.7321 -1.1085 -0.243
N -0.1892 -1.2612 -0.3622 -0.192
N -2.3508 -2.0478 -0.3905 -0.421
N 1.5837 1.7818 -0.8486 -0.279
H 2.2616 -1.6718 0.7198 0.467
H 2.9538 -0.3628 -0.2214 0.428
H 2.1800 -1.6204 -1.1089 0.488
H 1.8276 0.8999 1.3205 0.688
H 0.4900 -0.3666 1.9232 0.465
H 0.0119 1.1466 1.3761 0.314
H -1.5804 3.1922 0.0757 0.275
H -3.0192 0.1605 0.4131 0.340
H 0.1932 -2.1667 -0.5003 0.307
H -3.2894 -1.9682 -0.6738 0.219
H -1.9506 -3.0088 -0.3029 0.224
H 1.9106 2.0394 0.1049 0.196
H 1.2545 2.5451 -1.4231 0.299

Most stable: two (next structure +114.9 kJ/mol)